[1]
ORCA calculation (the ωB97M-V functional and the def2-TZVPD basis) on a cluster of 6 separate species, C37H47BO2 in total.

Geometry (Å):
C  1.625  -0.143  -0.257
C  2.996  -0.826  -0.324
C  3.848  -0.415  -1.542
C  5.194  0.247  -1.190
C  5.581  1.481  -2.018
C  4.481  2.526  -2.215
B  4.909  3.925  -2.740
C  3.824  5.040  -3.038
O  4.081  6.169  -2.177
O  3.429  5.882  -0.929
H  1.278  -0.019  0.770
H  1.646  0.847  -0.720
H  0.866  -0.727  -0.781
H  2.842  -1.909  -0.342
H  3.550  -0.628  0.597
H  4.049  -1.299  -2.152
H  3.255  0.252  -2.172
H  5.199  0.525  -0.129
H  5.989  -0.495  -1.305
H  6.424  1.966  -1.517
H  5.963  1.168  -2.995
H  3.692  2.165  -2.891
H  3.949  2.716  -1.266
H  6.065  4.205  -2.875
H  3.882  5.454  -4.049
H  2.795  4.705  -2.873
H  4.171  5.964  -0.313
C  4.337  -0.760  3.613
C  5.149  -1.663  2.941
C  5.124  -3.008  3.282
C  4.284  -3.451  4.294
C  3.471  -2.548  4.966
C  3.500  -1.203  4.628
H  4.352  0.288  3.342
H  5.797  -1.319  2.144
H  5.754  -3.712  2.754
H  4.256  -4.501  4.554
H  2.808  -2.895  5.748
H  2.861  -0.499  5.147
C  0.008  -3.063  1.487
C  -1.284  -3.531  1.294
C  -2.248  -3.338  2.273
C  -1.916  -2.683  3.451
C  -0.622  -2.217  3.645
C  0.340  -2.402  2.661
H  0.753  -3.199  0.712
H  -1.543  -4.039  0.373
H  -3.259  -3.690  2.114
H  -2.668  -2.528  4.215
H  -0.364  -1.700  4.561
H  1.345  -2.027  2.809
C  -6.028  -5.197  1.241
C  -5.223  -4.679  0.235
C  -5.722  -3.714  -0.628
C  -7.028  -3.267  -0.487
C  -7.834  -3.785  0.517
C  -7.334  -4.749  1.381
H  -5.636  -5.948  1.915
H  -4.204  -5.029  0.124
H  -5.092  -3.311  -1.412
H  -7.418  -2.514  -1.161
H  -8.853  -3.436  0.626
H  -7.963  -5.153  2.164
C  -0.962  -0.034  -3.298
C  -1.584  1.015  -3.961
C  -2.919  1.297  -3.710
C  -3.634  0.528  -2.802
C  -3.015  -0.527  -2.146
C  -1.677  -0.805  -2.393
H  0.084  -0.248  -3.481
H  -1.026  1.617  -4.668
H  -3.404  2.122  -4.218
H  -4.673  0.757  -2.599
H  -3.569  -1.124  -1.433
H  -1.191  -1.620  -1.872
C  -3.613  5.030  1.060
C  -3.414  6.157  0.275
C  -3.129  6.020  -1.077
C  -3.043  4.755  -1.642
C  -3.241  3.627  -0.858
C  -3.526  3.765  0.494
H  -3.835  5.137  2.114
H  -3.479  7.143  0.717
H  -2.971  6.899  -1.688
H  -2.818  4.647  -2.696
H  -3.168  2.645  -1.303
H  -3.677  2.886  1.106

E_LUMO ... 0.493 eV
HOMO level ... -9.2146 eV
E ... -43898.8607 eV
Spin multiplicity ... 1
Max |F| ... 0.22 eV Å⁻¹
Structure (SMILES) ... CCCCCCBCOO.c1ccccc1.c1ccccc1.c1ccccc1.c1ccccc1.c1ccccc1
Frontier orbital gap ... 9.7 eV

[2]
ORCA calculation (the ωB97M-V functional and the def2-TZVPD basis) on the molecule C4H8NOP in a non-equilibrium geometry.

Geometry (Å):
C  0.226  0.760  1.757
C  0.183  -0.512  0.889
C  -0.497  -0.283  -0.351
C  -1.909  0.148  -0.301
O  -2.432  0.388  0.747
N  -0.015  -0.438  -1.768
P  1.434  -0.901  -2.179
H  0.794  0.376  2.555
H  0.873  1.507  1.363
H  -0.700  1.216  1.714
H  -0.439  -1.296  1.396
H  1.211  -0.854  0.817
H  -2.516  0.380  -1.157
H  2.476  -0.023  -1.965
H  1.312  -0.467  -3.519

E_LUMO (alpha / beta) ... -1.152 / -1.153 eV
HOMO level (alpha / beta) ... -8.5301 / -8.5282 eV
E ... -17100.4536 eV
Energy above the lowest of the compared OMol25 structures with the same formula, charge and spin ... 89.2 kcal per mole
Spin multiplicity ... 1
Max |F| ... 10.76 eV Å⁻¹
Structure (SMILES) ... CC/C(C=O)=N\P
Frontier orbital gap (alpha / beta) ... 7.4 / 7.4 eV

[3]
ORCA calculation (the ωB97M-V functional and the def2-TZVPD basis) on a structure of composition C18H40N4O16Zr in a non-equilibrium geometry.

Geometry (Å):
Zr  1.559  3.223  -0.537
O  2.202  1.192  -0.887
C  1.530  0.226  -0.084
C  0.929  0.817  1.247
O  0.632  2.197  1.105
H  2.223  -0.590  0.130
H  0.687  -0.252  -0.589
H  1.524  0.611  2.143
H  0.057  0.218  1.531
C  -2.231  3.912  2.887
N  -3.153  3.435  1.790
O  -4.073  2.754  2.137
O  -3.057  3.915  0.674
H  -1.236  3.911  2.448
H  -2.287  3.109  3.613
H  -2.491  4.895  3.260
C  4.122  -0.486  3.110
N  3.098  -1.210  3.855
O  3.033  -2.423  3.786
O  2.383  -0.523  4.590
H  3.619  0.044  2.289
H  4.815  -1.056  2.494
H  4.648  0.251  3.704
C  4.739  -0.906  -1.876
N  5.622  -1.577  -2.870
O  6.804  -1.623  -2.622
O  5.056  -2.182  -3.756
H  5.385  -0.376  -1.183
H  4.173  -1.663  -1.339
H  4.090  -0.280  -2.482
C  -1.105  -2.482  0.632
N  -2.313  -3.196  1.143
O  -2.171  -3.757  2.198
O  -3.314  -3.076  0.501
H  -1.200  -1.468  1.012
H  -1.105  -2.501  -0.456
H  -0.225  -3.014  0.982
O  -0.215  2.838  -1.667
C  -1.177  2.928  -2.468
O  -1.886  1.948  -2.909
C  -1.681  0.625  -2.312
C  -2.960  -0.154  -2.424
C  -1.514  4.231  -3.170
H  -1.370  0.758  -1.276
H  -0.953  0.023  -2.863
H  -3.154  -0.435  -3.458
H  -3.845  0.320  -2.000
H  -2.853  -1.069  -1.834
H  -0.619  4.825  -3.351
H  -2.302  4.751  -2.627
H  -1.866  3.944  -4.161
O  0.802  0.065  -6.083
C  1.426  0.055  -5.059
O  1.567  -1.037  -4.318
C  1.040  -2.288  -4.784
C  0.985  -3.236  -3.581
C  1.954  1.274  -4.357
H  1.691  -2.763  -5.513
H  0.046  -2.102  -5.185
H  0.385  -2.840  -2.757
H  2.005  -3.464  -3.278
H  0.453  -4.147  -3.853
H  1.062  1.759  -3.949
H  2.474  1.900  -5.077
H  2.571  0.974  -3.513
O  -4.044  -1.246  3.099
C  -3.569  -1.462  4.186
O  -2.597  -0.727  4.742
C  -2.020  0.345  4.025
C  -0.858  0.887  4.840
C  -3.932  -2.675  4.983
H  -2.825  1.059  3.826
H  -1.681  0.049  3.024
H  -0.467  1.837  4.473
H  -0.056  0.154  4.745
H  -1.147  0.992  5.884
H  -4.921  -3.036  4.736
H  -3.738  -2.544  6.045
H  -3.172  -3.386  4.640

Net charge ... +2
E_LUMO ... -10.484 eV
HOMO level ... -13.8802 eV
E ... -59285.1642 eV
Spin multiplicity ... 1
Max |F| ... 9.44 eV Å⁻¹
Frontier orbital gap ... 3.4 eV

[4]
ORCA calculation (the ωB97M-V functional and the def2-TZVPD basis) on a cluster of 3 separate species, C5H12O2 in total in a non-equilibrium geometry.

Geometry (Å):
C  0.815  -2.294  0.653
C  0.241  -1.060  0.755
C  -0.880  -0.647  -0.152
C  -0.990  0.795  -0.683
C  -1.110  1.843  0.130
H  1.529  -2.608  1.391
H  0.659  -3.129  -0.073
H  0.743  -0.356  1.402
H  -1.134  -1.366  -1.004
H  -1.886  -0.825  0.446
H  -0.839  0.858  -1.736
H  -1.095  2.934  -0.200
H  -1.114  1.749  1.151
O  0.770  -0.940  -2.941
H  1.347  -0.316  -3.364
H  0.341  -0.644  -2.075
O  1.224  2.070  2.284
H  0.497  1.475  2.520
H  0.881  2.460  1.495

E_LUMO ... 0.735 eV
HOMO level ... -9.6683 eV
E ... -9472.0405 eV
Energy above the lowest of the compared OMol25 structures with the same formula, charge and spin ... 71.4 kcal per mole
Spin multiplicity ... 1
Max |F| ... 3.65 eV Å⁻¹
Structure (SMILES) ... C=CCC=C.O.O
Frontier orbital gap ... 10.4 eV

[5]
ORCA calculation (the ωB97M-V functional and the def2-TZVPD basis) on the ion C8H15N3O with charge +2 in a non-equilibrium geometry.

Geometry (Å):
C  0.370  -0.258  -0.183
C  0.981  2.048  -0.748
C  1.682  -0.533  0.679
C  -1.155  -2.208  0.464
C  0.548  -0.932  -1.546
C  -1.129  -0.153  1.888
C  -1.346  1.518  -0.642
C  -0.677  -0.863  0.704
N  2.807  0.137  0.226
N  3.134  1.069  -0.324
N  0.068  1.188  -0.436
O  0.765  3.249  -1.112
H  1.565  -0.236  1.730
H  1.894  -1.608  0.659
H  -1.689  -2.279  -0.493
H  -0.336  -2.924  0.329
H  -1.813  -2.563  1.255
H  0.756  -1.994  -1.458
H  1.377  -0.478  -2.084
H  -0.343  -0.810  -2.159
H  -0.655  0.809  2.064
H  -1.033  -0.792  2.773
H  -2.216  -0.007  1.843
H  -1.918  0.600  -0.770
H  -1.448  2.131  -1.539
H  -1.738  2.093  0.198
H  1.548  3.797  -1.316

Net charge ... +2
E_LUMO (alpha / beta) ... -10.464 / -10.464 eV
HOMO level (alpha / beta) ... -16.5426 / -16.5438 eV
E ... -15034.9521 eV
Energy above the lowest of the compared OMol25 structures with the same formula, charge and spin ... 59.7 kcal per mole
Spin multiplicity ... 1
Max |F| ... 4.26 eV Å⁻¹
Frontier orbital gap (alpha / beta) ... 6.1 / 6.1 eV

[6]
ORCA calculation (the ωB97M-V functional and the def2-TZVPD basis) on a cluster of 8 separate species, C16H38F21N4O6P3 in total in a non-equilibrium geometry.

Geometry (Å):
C  22.485  -23.287  3.255
C  21.341  -24.121  3.701
O  21.178  -25.281  3.601
N  20.272  -23.330  4.470
H  20.073  -22.503  3.884
H  19.363  -23.794  4.423
C  20.660  -23.085  5.908
H  23.023  -23.732  2.426
H  23.160  -23.163  4.107
H  22.210  -22.263  2.996
H  21.743  -23.155  5.910
H  20.236  -23.909  6.475
H  20.278  -22.132  6.244
C  25.149  -16.644  3.726
C  24.639  -15.980  4.961
O  24.298  -14.854  5.081
N  24.713  -16.807  6.248
H  24.338  -17.756  6.127
H  25.698  -17.047  6.413
C  24.145  -16.107  7.435
H  24.609  -16.223  2.883
H  25.014  -17.725  3.744
H  26.218  -16.431  3.654
H  24.650  -15.159  7.551
H  24.148  -16.847  8.229
H  23.097  -15.926  7.211
C  24.530  -23.208  8.051
C  25.926  -22.744  8.182
O  26.658  -22.930  9.089
N  26.415  -21.906  7.013
H  27.139  -22.463  6.544
H  25.633  -21.807  6.347
C  27.073  -20.632  7.448
H  24.449  -24.229  8.405
H  24.258  -23.090  7.003
H  23.827  -22.604  8.631
H  26.382  -20.033  8.023
H  27.435  -20.164  6.538
H  27.883  -20.985  8.082
C  16.301  -15.461  5.086
C  17.549  -16.294  4.995
O  18.128  -16.586  4.029
N  18.097  -16.801  6.368
H  18.229  -15.982  6.965
H  17.353  -17.298  6.869
C  19.238  -17.751  6.210
H  15.912  -15.351  4.083
H  16.595  -14.520  5.560
H  15.578  -15.927  5.759
H  19.870  -17.567  5.351
H  18.906  -18.782  6.128
H  19.839  -17.631  7.111
C  24.422  -20.379  -0.201
O  25.135  -20.874  0.978
O  25.132  -20.589  -1.211
C  23.065  -21.137  -0.226
F  22.119  -20.658  0.621
F  22.474  -21.195  -1.429
F  23.182  -22.463  0.121
C  25.000  -20.246  2.211
C  26.206  -20.772  2.981
H  26.288  -21.858  2.962
H  27.077  -20.447  2.397
H  26.342  -20.462  4.029
H  24.149  -20.674  2.777
H  24.840  -19.159  2.174
H  24.153  -19.309  0.020
P  23.096  -19.987  6.060
F  24.349  -19.576  7.031
F  23.647  -19.121  4.833
F  23.912  -21.236  5.483
F  21.763  -20.432  5.261
F  22.403  -20.785  7.286
F  22.255  -18.645  6.558
P  19.092  -19.994  3.019
F  18.178  -21.197  2.415
F  20.402  -20.906  2.724
F  19.203  -19.348  1.584
F  19.942  -18.840  3.733
F  17.723  -19.178  3.356
F  18.978  -20.740  4.499
P  25.560  -25.092  4.843
F  24.061  -25.205  5.495
F  24.896  -25.150  3.407
F  25.497  -23.448  4.938
F  27.032  -25.041  4.210
F  26.265  -25.002  6.329
F  25.604  -26.704  4.938

E_LUMO ... -1.846 eV
HOMO level ... -5.2241 eV
E ... -120400.5508 eV
Energy above the lowest of the compared OMol25 structures with the same formula, charge and spin ... 10.4 kcal per mole
Spin multiplicity ... 1
Max |F| ... 3.88 eV Å⁻¹
Frontier orbital gap ... 3.4 eV

[7]
ORCA calculation (the ωB97M-V functional and the def2-TZVPD basis) on a cluster of 2 separate species, C4H8F3O2PS in total in a non-equilibrium geometry.

Geometry (Å):
C  -2.894  -1.035  -0.292
C  -1.840  0.119  -0.217
C  -1.754  0.729  1.249
C  3.466  0.375  0.289
O  1.532  -1.384  -0.112
O  3.080  -0.733  -1.952
F  4.217  1.270  -0.294
F  4.305  -0.578  0.640
F  2.863  0.979  1.380
P  -2.389  2.217  1.698
S  2.031  -0.245  -0.804
H  -3.300  -1.017  0.744
H  -3.640  -0.903  -1.003
H  -2.408  -1.946  -0.497
H  -0.847  -0.202  -0.389
H  -2.341  0.847  -0.950
H  3.844  -1.303  -1.979
H  -1.312  0.110  2.064
H  -2.613  2.702  0.426

E_LUMO (alpha / beta) ... 0.197 / -2.278 eV
HOMO level (alpha / beta) ... -6.3316 / -9.5338 eV
E ... -36643.1008 eV
Spin multiplicity ... 3
Max |F| ... 6.09 eV Å⁻¹
Frontier orbital gap (alpha / beta) ... 6.5 / 7.3 eV

[8]
ORCA calculation (the ωB97M-V functional and the def2-TZVPD basis) on a cluster of 3 separate species, C17H27FN2O9P in total in a non-equilibrium geometry.

Geometry (Å):
C  -2.983  0.686  3.969
C  -1.704  0.693  3.127
C  -1.926  0.093  1.717
C  -1.256  -1.267  1.472
N  -1.648  1.086  0.627
C  -2.706  1.697  0.021
C  -4.143  1.423  0.437
C  -5.069  2.615  0.290
F  -4.589  0.375  -0.366
C  -2.516  2.570  -1.014
C  -1.242  2.884  -1.433
O  -1.011  3.702  -2.481
C  -0.172  2.293  -0.779
C  -0.370  1.395  0.232
P  1.202  0.719  0.965
N  1.214  0.617  2.483
O  2.349  1.683  0.403
O  1.415  -0.629  0.151
H  -3.241  -0.324  4.281
H  -2.817  1.268  4.874
H  -3.831  1.140  3.458
H  -1.358  1.721  3.036
H  -0.939  0.129  3.643
H  -2.978  -0.138  1.676
H  -0.385  -1.398  2.107
H  -0.962  -1.391  0.434
H  -1.968  -2.051  1.712
H  -4.195  1.089  1.465
H  -4.605  3.527  0.656
H  -5.964  2.422  0.876
H  -5.390  2.723  -0.743
H  -3.361  3.015  -1.515
H  -1.236  4.618  -2.280
H  0.823  2.548  -1.103
H  1.936  1.144  2.954
H  2.599  1.490  -0.509
H  0.878  -0.630  -0.664
C  -0.672  -4.821  -1.725
C  0.840  -4.781  -1.858
O  1.051  -3.471  -2.417
C  0.001  -2.705  -2.110
O  -0.047  -1.520  -2.297
O  -0.992  -3.424  -1.569
H  -1.024  -5.381  -0.865
H  -1.165  -5.187  -2.625
H  1.348  -4.830  -0.896
H  1.245  -5.537  -2.522
C  5.202  -0.438  -1.622
C  6.065  0.785  -1.354
O  7.329  0.198  -1.055
C  7.385  -1.034  -1.624
O  8.353  -1.706  -1.699
O  6.157  -1.383  -2.096
H  4.436  -0.275  -2.378
H  4.740  -0.831  -0.714
H  6.170  1.420  -2.236
H  5.727  1.386  -0.514

Net charge ... +1
E_LUMO ... -4.107 eV
HOMO level ... -12.7356 eV
E ... -51476.0695 eV
Spin multiplicity ... 1
Max |F| ... 1.05 eV Å⁻¹
Frontier orbital gap ... 8.6 eV

The lowest E belongs to which entry?
C16H38F21N4O6P3

Please write out number 2 again, unchanged.
ORCA calculation (the ωB97M-V functional and the def2-TZVPD basis) on the molecule C4H8NOP in a non-equilibrium geometry.

Geometry (Å):
C  0.226  0.760  1.757
C  0.183  -0.512  0.889
C  -0.497  -0.283  -0.351
C  -1.909  0.148  -0.301
O  -2.432  0.388  0.747
N  -0.015  -0.438  -1.768
P  1.434  -0.901  -2.179
H  0.794  0.376  2.555
H  0.873  1.507  1.363
H  -0.700  1.216  1.714
H  -0.439  -1.296  1.396
H  1.211  -0.854  0.817
H  -2.516  0.380  -1.157
H  2.476  -0.023  -1.965
H  1.312  -0.467  -3.519

E_LUMO (alpha / beta) ... -1.152 / -1.153 eV
HOMO level (alpha / beta) ... -8.5301 / -8.5282 eV
E ... -17100.4536 eV
Energy above the lowest of the compared OMol25 structures with the same formula, charge and spin ... 89.2 kcal per mole
Spin multiplicity ... 1
Max |F| ... 10.76 eV Å⁻¹
Structure (SMILES) ... CC/C(C=O)=N\P
Frontier orbital gap (alpha / beta) ... 7.4 / 7.4 eV

Among the records above, which one has the lowest E?
C16H38F21N4O6P3

Number 5 is which compound?
C8H15N3O